{
  "formula": "C21H31BrN4O2",
  "method": "ωB97M-V/def2-TZVPD",
  "orbital_gap_ev": 8.573,
  "smiles": "CCN1CCC[C@@H]1CN1C[C@H](C(=O)Nc2ccc(Br)cc2NC(C)C)CC1=O",
  "e_above_lowest_kj_mol": 4.8,
  "charge": 0,
  "symbols": ["C", "C", "N", "C", "C", "C", "C", "C", "N", "C", "C", "C", "O", "N", "C", "C", "C", "C", "Br", "C", "C", "N", "C", "C", "C", "C", "C", "O", "H", "H", "H", "H", "H", "H", "H", "H", "H", "H", "H", "H", "H", "H", "H", "H", "H", "H", "H", "H", "H", "H", "H", "H", "H", "H", "H", "H", "H", "H", "H"],
  "xyz": [[-2.45447, 0.92515, -7.46488], [-1.57036, 0.93384, -6.22967], [-1.88282, -0.14969, -5.30827], [-1.58471, -1.46408, -5.86737], [-1.62252, -2.40602, -4.66485], [-1.31512, -1.49404, -3.46006], [-1.12247, -0.09600, -4.06183], [-1.60503, 1.02362, -3.14947], [-0.79539, 1.12772, -1.95039], [-1.18073, 0.58535, -0.66413], [0.07431, 0.79425, 0.20966], [-0.30641, 1.13088, 1.64105], [-0.94871, 2.12361, 1.91197], [0.14753, 0.23991, 2.57431], [-0.11264, 0.26110, 3.96547], [-1.28632, 0.76092, 4.49799], [-1.52981, 0.68592, 5.86374], [-0.58162, 0.08809, 6.66781], [-0.89521, -0.05670, 8.53028], [0.61162, -0.40121, 6.16182], [0.87420, -0.30305, 4.79748], [2.03812, -0.79101, 4.20582], [3.15086, -1.28229, 5.01396], [3.88680, -0.16600, 5.75341], [4.09961, -2.04791, 4.10283], [0.81584, 1.94731, -0.47847], [0.29218, 1.94372, -1.90170], [0.73346, 2.57320, -2.84175], [-2.24942, 1.80218, -8.07890], [-2.28180, 0.04381, -8.08286], [-3.50644, 0.94066, -7.17658], [-0.50795, 0.88003, -6.52837], [-1.69983, 1.88112, -5.70647], [-2.30149, -1.73773, -6.63969], [-0.57747, -1.46154, -6.32163], [-2.61127, -2.85163, -4.56346], [-0.90528, -3.21926, -4.76743], [-2.16314, -1.48873, -2.77220], [-0.43577, -1.80983, -2.89850], [-0.05210, 0.07425, -4.27365], [-1.54412, 1.98657, -3.65606], [-2.64469, 0.84225, -2.86883], [-2.03317, 1.12215, -0.23637], [-1.43970, -0.47133, -0.74441], [0.68792, -0.10821, 0.17094], [0.63890, -0.57212, 2.23437], [-2.01063, 1.21417, 3.83821], [-2.44492, 1.07827, 6.28147], [1.33338, -0.84058, 6.83314], [2.36465, -0.20223, 3.45048], [2.72696, -1.98465, 5.73599], [4.66942, -0.57726, 6.39198], [4.35802, 0.50555, 5.03123], [3.21283, 0.42544, 6.37210], [4.93515, -2.45269, 4.67366], [3.58320, -2.86707, 3.60384], [4.51333, -1.38216, 3.34013], [0.55723, 2.90459, -0.02237], [1.89802, 1.83943, -0.47449]],
  "forces_ev_per_a": [[-0.024, -0.013, 0.016], [0.066, -0.004, 0.029], [-0.054, -0.008, -0.035], [0.058, 0.003, 0.052], [0.010, -0.003, 0.013], [-0.016, 0.015, -0.001], [-0.081, -0.016, -0.038], [0.065, 0.046, 0.049], [0.041, -0.006, 0.024], [0.020, -0.070, 0.068], [-0.012, 0.046, -0.065], [0.122, -0.085, 0.097], [-0.041, 0.017, -0.022], [-0.070, 0.058, -0.096], [0.127, -0.036, 0.023], [-0.026, 0.012, -0.001], [0.024, -0.002, -0.053], [0.009, -0.002, 0.008], [-0.010, 0.002, 0.042], [0.010, -0.011, -0.061], [-0.145, 0.079, 0.054], [0.089, -0.053, -0.033], [0.004, -0.031, 0.038], [-0.026, -0.003, -0.032], [-0.010, 0.012, 0.024], [-0.031, -0.041, 0.016], [-0.064, 0.046, -0.083], [0.033, -0.018, 0.024], [-0.005, 0.008, 0.000], [0.001, 0.001, 0.000], [0.002, 0.003, -0.014], [-0.010, 0.010, 0.005], [0.000, 0.007, -0.014], [0.001, 0.006, -0.015], [-0.013, -0.022, -0.021], [0.005, -0.005, 0.008], [-0.001, 0.004, -0.020], [0.007, 0.018, 0.008], [-0.001, -0.018, -0.006], [0.011, 0.010, 0.017], [-0.014, -0.012, -0.017], [-0.009, -0.002, 0.008], [-0.009, 0.038, -0.061], [-0.012, 0.006, 0.009], [-0.006, -0.011, 0.005], [0.004, -0.014, 0.025], [-0.004, -0.008, 0.019], [-0.002, -0.006, 0.010], [-0.022, 0.009, 0.012], [-0.040, 0.034, -0.032], [0.034, -0.005, -0.009], [0.003, 0.005, 0.009], [0.011, 0.004, 0.010], [0.003, 0.001, 0.004], [0.001, -0.007, -0.004], [0.005, -0.003, -0.002], [-0.005, -0.006, -0.007], [-0.011, 0.005, -0.011], [0.010, 0.017, 0.025]]
}